1.
# C2H2O2S2

The molecule C2H2O2S2 (ωB97M-V/def2-TZVPD, the OMol25 dataset).

The geometry in ORCA input format:
```
! wB97M-V def2-TZVPD RIJCOSX def2/J DEFGRID3
* xyz 0 1
C -0.53 0.60 -0.09
C 0.51 -0.54 -0.03
H -1.68 -1.38 0.43
H 2.09 1.46 0.70
O -0.35 1.81 -0.23
O 0.19 -1.68 -0.24
S -2.12 -0.13 0.12
S 2.18 0.04 0.08
*
```

* strongest force on any atom: 3.4 eV/A
* SMILES: O=C(S)C(=O)S
* lowest unoccupied orbital energy: -1.0 eV
* HOMO level: -10.2 eV
* relative energy (zero: lowest compared OMol25 entry of this formula, charge and spin): 0.904 eV
* calculated total energy: -27870.702 eV
* Kohn-Sham gap: 9.17 eV

2.
# C6H14P

The ion C6H14P with charge +1 (ωB97M-V/def2-TZVPD, the OMol25 dataset).

The geometry in ORCA input format:
```
! wB97M-V def2-TZVPD RIJCOSX def2/J DEFGRID3
* xyz 1 1
C 1.26 -0.07 -1.87
C -1.10 0.24 0.25
C -1.70 -1.07 0.42
C 1.10 -1.41 0.55
C 1.71 1.36 0.71
C -1.93 1.36 -0.28
P 0.77 0.13 -0.26
H 1.69 0.86 -2.28
H 0.80 -0.77 -2.42
H -1.03 -1.92 0.47
H -2.42 -1.33 -0.31
H -2.39 -0.96 1.35
H 2.15 -1.58 0.63
H 0.79 -2.32 -0.01
H 0.71 -1.56 1.54
H 2.67 0.79 0.93
H 1.26 1.30 1.60
H 1.99 2.32 0.32
H -1.74 1.36 -1.36
H -1.64 2.29 0.13
H -2.98 0.99 -0.10
*
```

* strongest force on any atom: 5.1 eV/A
* lowest unoccupied orbital energy (alpha / beta): -6.1 / -4.8 eV
* HOMO level (alpha / beta): -12.6 / -14.1 eV
* relative energy (zero: lowest compared OMol25 entry of this formula, charge and spin): 4.643 eV
* calculated total energy: -15727.295 eV
* Kohn-Sham gap (alpha / beta): 6.55 / 9.28 eV

3.
# C4H8N2

The molecule C4H8N2 (ωB97M-V/def2-TZVPD, the OMol25 dataset).

The geometry in ORCA input format:
```
! wB97M-V def2-TZVPD RIJCOSX def2/J DEFGRID3
* xyz 0 1
C 1.86 -0.05 0.19
C -0.63 -0.81 0.04
C -1.25 0.45 0.29
C -0.85 1.61 -0.32
H 2.31 -0.48 1.13
H 1.27 0.86 0.35
H 2.66 0.25 -0.61
H 1.14 -1.85 -0.50
H -2.33 -1.68 0.03
H -2.05 0.36 1.07
H -1.38 2.51 -0.09
H -0.12 1.63 -1.10
N 0.74 -0.94 -0.30
N -1.36 -1.86 -0.17
*
```

* strongest force on any atom: 4.4 eV/A
* SMILES: [H]/N=C(\C=C)NC
* lowest unoccupied orbital energy: 0.8 eV
* HOMO level: -8.7 eV
* relative energy (zero: lowest compared OMol25 entry of this formula, charge and spin): 1.668 eV
* calculated total energy: -7256.207 eV
* Kohn-Sham gap: 9.43 eV

4.
# C56H112O28

A cluster of 14 separate species, C56H112O28 in total (ωB97M-V/def2-TZVPD, the OMol25 dataset).

The geometry in ORCA input format:
```
! wB97M-V def2-TZVPD RIJCOSX def2/J DEFGRID3
* xyz 0 1
O -1.78 -4.06 1.10
C -1.83 -4.12 2.30
O -1.67 -5.24 3.01
C -1.16 -6.39 2.30
C -1.39 -7.59 3.20
C -2.19 -2.92 3.14
H -0.10 -6.19 2.18
H -1.72 -6.50 1.37
H -1.28 -8.57 2.75
H -2.43 -7.60 3.55
H -0.76 -7.54 4.09
H -2.01 -2.05 2.51
H -1.61 -2.77 4.05
H -3.23 -3.03 3.47
O 3.96 4.87 -1.47
C 3.13 4.45 -2.23
O 3.06 4.76 -3.54
C 4.10 5.45 -4.18
C 3.87 5.45 -5.69
C 2.07 3.47 -1.82
H 5.07 4.96 -4.03
H 4.17 6.48 -3.83
H 3.00 6.06 -5.95
H 3.70 4.45 -6.10
H 4.75 5.84 -6.19
H 2.06 2.59 -2.47
H 1.10 3.96 -1.87
H 2.30 3.18 -0.80
O 4.52 2.55 3.75
C 4.28 3.41 2.93
O 4.22 4.70 3.21
C 4.43 5.15 4.56
C 4.01 6.58 4.75
C 3.89 3.13 1.51
H 5.49 5.01 4.77
H 3.95 4.45 5.25
H 4.63 7.21 4.11
H 4.13 6.81 5.81
H 2.96 6.76 4.56
H 3.64 4.07 1.00
H 2.94 2.59 1.44
H 4.68 2.76 0.85
O -1.14 -0.64 8.21
C -1.53 -1.49 7.47
O -0.82 -1.94 6.42
C 0.47 -1.38 6.18
C 0.37 -0.02 5.45
C -2.85 -2.17 7.54
H 0.99 -2.09 5.54
H 1.01 -1.26 7.12
H -0.41 0.02 4.69
H 1.32 0.18 4.95
H 0.23 0.81 6.14
H -2.69 -3.08 8.12
H -3.19 -2.43 6.53
H -3.65 -1.52 7.90
O -4.47 -1.49 -6.31
C -4.81 -1.21 -5.19
O -5.64 -0.23 -4.88
C -6.17 0.55 -5.96
C -7.06 1.63 -5.41
C -4.31 -1.96 -3.99
H -6.79 -0.16 -6.53
H -5.47 0.89 -6.71
H -6.50 2.49 -5.03
H -7.57 1.32 -4.49
H -7.82 1.90 -6.13
H -3.39 -1.49 -3.64
H -4.13 -3.03 -4.11
H -5.03 -1.91 -3.17
O -0.29 3.09 3.74
C -0.17 3.99 4.52
O -1.17 4.80 4.95
C -2.44 4.72 4.31
C -2.62 5.96 3.44
C 1.10 4.34 5.22
H -3.26 4.64 5.03
H -2.59 3.84 3.67
H -2.47 6.87 4.02
H -3.66 6.00 3.09
H -1.93 6.04 2.60
H 1.35 5.34 4.84
H 1.87 3.63 4.92
H 1.12 4.37 6.31
O -3.11 -5.13 -3.24
C -3.05 -5.70 -2.18
O -1.94 -5.82 -1.46
C -0.74 -5.23 -1.97
C 0.45 -5.91 -1.30
C -4.29 -6.22 -1.49
H -0.73 -4.17 -1.68
H -0.79 -5.27 -3.06
H 1.30 -5.29 -1.59
H 0.58 -6.93 -1.66
H 0.21 -5.79 -0.25
H -5.08 -6.02 -2.20
H -4.39 -5.64 -0.57
H -4.18 -7.28 -1.29
O -0.05 -0.65 -4.97
C 0.15 0.55 -5.05
O -0.71 1.48 -4.76
C -2.04 1.03 -4.46
C -2.88 2.27 -4.17
C 1.56 1.04 -5.30
H -2.12 0.29 -3.66
H -2.50 0.57 -5.34
H -2.53 3.11 -4.78
H -2.70 2.58 -3.14
H -3.96 2.12 -4.24
H 1.68 1.83 -6.04
H 2.13 0.16 -5.60
H 1.98 1.33 -4.34
O 5.55 1.66 -1.16
C 4.94 0.81 -1.75
O 4.88 0.66 -3.08
C 5.72 1.48 -3.91
C 4.97 1.79 -5.17
C 4.11 -0.24 -1.05
H 6.57 0.83 -4.11
H 6.12 2.37 -3.41
H 4.59 0.94 -5.73
H 5.60 2.41 -5.81
H 4.07 2.40 -5.02
H 3.87 0.09 -0.05
H 4.56 -1.22 -1.12
H 3.17 -0.22 -1.60
O -5.14 -1.89 1.20
C -5.40 -2.02 0.03
O -6.00 -1.16 -0.79
C -6.42 0.12 -0.34
C -5.78 1.26 -1.11
C -4.85 -3.23 -0.70
H -6.22 0.27 0.72
H -7.50 0.15 -0.49
H -4.69 1.29 -1.02
H -6.28 2.19 -0.83
H -5.97 1.10 -2.18
H -5.54 -4.07 -0.63
H -3.89 -3.46 -0.25
H -4.61 -2.95 -1.73
O -4.05 3.76 1.57
C -3.87 4.04 0.41
O -2.82 3.61 -0.30
C -1.81 2.83 0.32
C -0.63 3.74 0.65
C -4.75 5.00 -0.33
H -1.44 2.02 -0.31
H -2.20 2.28 1.18
H 0.20 3.12 0.99
H -0.94 4.38 1.47
H -0.35 4.34 -0.22
H -5.79 4.76 -0.10
H -4.51 4.90 -1.39
H -4.59 6.04 -0.06
O 3.75 -1.30 6.75
C 4.85 -1.63 6.38
O 5.15 -2.23 5.22
C 4.02 -2.51 4.38
C 3.76 -1.38 3.39
C 6.01 -1.48 7.34
H 3.12 -2.77 4.95
H 4.32 -3.41 3.85
H 2.94 -1.66 2.74
H 4.65 -1.19 2.78
H 3.60 -0.46 3.95
H 6.71 -0.71 7.04
H 6.56 -2.41 7.49
H 5.52 -1.24 8.28
O 2.66 -3.50 -2.37
C 3.13 -3.28 -3.45
O 3.77 -4.20 -4.17
C 3.76 -5.55 -3.69
C 2.59 -6.29 -4.35
C 3.01 -1.95 -4.13
H 3.58 -5.56 -2.62
H 4.71 -6.01 -3.96
H 2.73 -6.18 -5.43
H 1.65 -5.87 -3.99
H 2.67 -7.37 -4.20
H 2.49 -1.29 -3.43
H 2.30 -2.04 -4.95
H 3.98 -1.58 -4.43
O 1.19 0.51 -0.47
C 0.83 -0.20 0.46
O 0.48 -1.46 0.30
C 0.24 -2.01 -1.00
C -1.15 -1.66 -1.51
C 0.94 0.26 1.88
H 0.24 -3.09 -0.87
H 1.00 -1.64 -1.68
H -1.21 -0.69 -2.00
H -1.90 -1.70 -0.72
H -1.47 -2.40 -2.25
H 0.35 1.15 2.09
H 1.98 0.49 2.11
H 0.64 -0.56 2.53
*
```

* strongest force on any atom: 2.5 eV/A
* lowest unoccupied orbital energy: 0.6 eV
* HOMO level: -10.0 eV
* relative energy (zero: lowest compared OMol25 entry of this formula, charge and spin): 0.000 eV
* calculated total energy: -117221.927 eV
* Kohn-Sham gap: 10.52 eV

5.
# C4H4F5O8PS2

A structure of composition C4H4F5O8PS2 (ωB97M-V/def2-TZVPD, the OMol25 dataset).

The geometry in ORCA input format:
```
! wB97M-V def2-TZVPD RIJCOSX def2/J DEFGRID3
* xyz 0 1
O -3.10 0.01 -1.86
S -1.70 0.08 -2.05
O -1.12 0.78 -3.13
O -1.07 -1.37 -1.97
C -1.02 -1.75 -0.60
C -0.59 -0.48 0.15
P -1.73 -0.39 1.73
O -1.04 0.84 2.52
O -1.16 -1.63 2.63
S 1.22 -0.52 0.51
O 1.44 -0.29 1.90
O 1.67 -1.77 -0.06
C 2.17 0.80 -0.43
F 2.47 0.33 -1.64
F 3.30 0.90 0.28
C 1.55 2.23 -0.54
F 0.85 2.36 -1.64
F 0.79 2.46 0.53
F 2.52 3.13 -0.55
O -1.02 0.59 -0.66
H -2.05 -1.97 -0.28
H -0.38 -2.61 -0.45
H -1.07 0.69 3.48
H -0.92 -2.43 2.14
*
```

* strongest force on any atom: 1.0 eV/A
* lowest unoccupied orbital energy: -0.1 eV
* HOMO level: -9.8 eV
* calculated total energy: -65137.941 eV
* Kohn-Sham gap: 9.68 eV

6.
# C24H30ClN3O4

A cluster of 2 separate species, C24H30ClN3O4 in total (ωB97M-V/def2-TZVPD, the OMol25 dataset).

The geometry in ORCA input format:
```
! wB97M-V def2-TZVPD RIJCOSX def2/J DEFGRID3
* xyz 0 1
N -1.57 -1.05 5.77
O -3.43 -1.59 -4.74
O -0.87 0.79 -6.03
Cl -0.05 2.83 1.98
C -1.05 -0.35 5.00
O 3.77 1.94 8.73
O -2.74 -0.14 -1.18
C -2.72 -2.18 -3.95
C -0.67 -0.30 -5.50
C 2.83 2.45 6.57
C 2.76 0.20 7.44
C -2.20 -1.04 0.96
C -1.49 1.19 0.39
C 2.18 2.03 5.41
C 2.10 -0.23 6.28
C -1.62 -0.90 2.22
C -0.89 1.33 1.64
C 3.12 1.54 7.59
C -2.14 0.01 0.04
C 1.81 0.68 5.25
C -0.97 0.30 2.60
N -0.19 -1.29 -6.26
N -1.52 -1.74 -3.57
C -3.18 -3.47 -3.33
C 0.21 -2.65 -5.87
C 0.09 2.39 -3.19
C 2.18 1.31 -2.44
C 1.13 0.22 3.98
C -0.38 0.50 3.99
C 1.00 1.17 -3.39
C 0.29 -0.17 -3.12
C -0.95 -0.45 -3.99
H 3.93 2.89 8.70
H -2.81 0.72 -1.62
H 3.10 3.50 6.68
H 2.98 -0.50 8.23
H -2.71 -1.95 0.68
H -1.44 2.01 -0.32
H 1.96 2.75 4.62
H 1.83 -1.27 6.18
H -1.70 -1.74 2.91
H -0.09 -1.05 -7.23
H -1.01 -2.27 -2.89
H -3.08 -3.42 -2.25
H -4.23 -3.62 -3.58
H -2.59 -4.29 -3.73
H 0.81 -3.09 -6.66
H 0.80 -2.62 -4.95
H -0.68 -3.26 -5.72
H -0.75 2.36 -3.89
H 0.66 3.30 -3.39
H -0.27 2.42 -2.17
H 1.84 1.32 -1.40
H 2.71 2.24 -2.64
H 2.87 0.48 -2.58
H 1.31 -0.85 3.83
H 1.59 0.73 3.13
H -0.55 1.53 4.30
H 1.38 1.18 -4.42
H -0.01 -0.19 -2.07
H 1.01 -0.97 -3.27
H -1.70 0.31 -3.76
*
```

* strongest force on any atom: 2.2 eV/A
* SMILES: N#C[C@@H](Cc1ccc(O)cc1)c1ccc(O)cc1Cl.CNC(=O)[C@H](CC(C)C)NC(C)=O
* lowest unoccupied orbital energy: 0.4 eV
* HOMO level: -8.7 eV
* relative energy (zero: lowest compared OMol25 entry of this formula, charge and spin): 0.074 eV
* calculated total energy: -50558.703 eV
* Kohn-Sham gap: 9.09 eV

7.
# C46H69Cl3N8O7

A cluster of 9 separate species, C46H69Cl3N8O7 in total (ωB97M-V/def2-TZVPD, the OMol25 dataset).

The geometry in ORCA input format:
```
! wB97M-V def2-TZVPD RIJCOSX def2/J DEFGRID3
* xyz 0 1
C 5.29 0.55 0.37
C 4.71 -0.64 0.56
C 4.38 -1.07 1.98
C 4.62 -2.56 2.21
C 4.08 -3.54 1.15
C 4.91 -4.81 1.08
C 4.52 -5.71 -0.05
O 4.42 -6.90 0.04
O 4.31 -5.06 -1.24
C 2.94 -5.25 -1.68
C 2.56 -4.08 -2.58
O 3.12 -0.59 2.46
C 2.03 -1.15 1.78
C 0.73 -0.37 2.11
O -0.31 -1.32 1.96
C -1.48 -0.83 1.34
Cl -1.99 0.78 1.97
C -2.58 -1.82 1.73
C -3.92 -1.59 1.02
C -4.54 -2.78 0.32
C -5.84 -2.62 -0.18
C -6.47 -3.65 -0.87
C -5.84 -4.87 -1.09
C -4.56 -5.05 -0.58
C -3.92 -4.01 0.11
C -1.25 -0.81 -0.18
O -0.82 0.44 -0.69
C 0.41 0.39 -1.38
C 0.48 1.47 -2.43
O -0.51 1.32 -3.43
C -0.02 0.80 -4.65
C 0.09 -0.74 -4.56
O -0.56 -1.29 -5.69
C -0.51 -2.72 -5.64
C -1.58 -3.31 -4.73
C 0.79 0.13 3.54
Cl 0.32 -1.01 4.74
C 1.17 1.37 3.84
C 1.58 2.36 2.80
Cl 1.22 1.91 5.48
H 6.00 0.75 -0.43
H 5.09 1.38 1.04
H 4.44 -1.24 -0.30
H 5.12 -0.55 2.59
H 4.30 -2.85 3.21
H 5.71 -2.69 2.23
H 3.09 -3.86 1.49
H 3.93 -3.10 0.17
H 4.83 -5.38 2.01
H 5.97 -4.56 0.96
H 2.83 -6.22 -2.17
H 2.31 -5.27 -0.79
H 1.95 -3.39 -2.01
H 2.02 -4.40 -3.47
H 3.47 -3.58 -2.89
H 2.14 -1.12 0.69
H 1.86 -2.18 2.09
H 0.67 0.45 1.41
H -2.70 -1.70 2.80
H -2.14 -2.81 1.58
H -3.82 -0.76 0.31
H -4.62 -1.23 1.77
H -6.39 -1.70 -0.05
H -7.48 -3.52 -1.27
H -6.31 -5.68 -1.64
H -4.05 -5.99 -0.74
H -2.92 -4.20 0.47
H -0.50 -1.58 -0.36
H -2.14 -1.11 -0.73
H 0.58 -0.56 -1.88
H 1.26 0.56 -0.70
H 1.48 1.48 -2.86
H 0.35 2.46 -1.97
H 0.93 1.24 -4.96
H -0.75 0.98 -5.43
H -0.50 -1.02 -3.68
H 1.13 -1.07 -4.51
H 0.49 -3.04 -5.33
H -0.67 -3.06 -6.67
H -2.46 -2.67 -4.72
H -1.22 -3.47 -3.72
H -1.86 -4.28 -5.14
H 2.36 1.97 2.14
H 2.02 3.22 3.30
H 0.75 2.70 2.19
C 8.95 -2.59 3.22
C 7.95 -1.56 3.47
N 7.17 -0.74 3.66
H 9.35 -2.95 4.17
H 8.49 -3.42 2.69
H 9.76 -2.19 2.63
C -5.90 1.61 -0.17
C -7.11 0.88 0.19
N -8.06 0.30 0.47
H -6.15 2.58 -0.58
H -5.28 1.74 0.71
H -5.35 1.04 -0.92
C -3.39 3.86 3.41
C -4.49 3.95 2.47
N -5.34 4.02 1.70
H -3.67 4.30 4.37
H -3.14 2.81 3.57
H -2.52 4.39 3.02
C 2.91 5.19 6.91
C 2.19 6.46 6.94
N 1.61 7.45 6.95
H 2.21 4.39 6.66
H 3.70 5.22 6.16
H 3.35 4.99 7.89
C -1.95 8.40 5.26
C -1.50 7.22 4.53
N -1.16 6.30 3.96
H -2.86 8.80 4.81
H -2.15 8.14 6.30
H -1.18 9.17 5.23
C -3.84 10.93 2.00
C -3.30 11.18 3.33
N -2.88 11.37 4.37
H -4.91 10.75 2.06
H -3.66 11.80 1.36
H -3.36 10.06 1.56
C 1.83 -3.53 -9.48
C 2.48 -3.59 -8.18
N 2.98 -3.63 -7.15
H 0.76 -3.68 -9.38
H 2.01 -2.55 -9.94
H 2.24 -4.30 -10.13
C -3.79 0.95 -5.70
C -5.09 1.43 -6.14
N -6.12 1.80 -6.49
H -3.88 -0.05 -5.28
H -3.10 0.92 -6.54
H -3.39 1.61 -4.93
*
```

* strongest force on any atom: 1.6 eV/A
* SMILES: C=C[C@H](CCCC(=O)OCC)OC[C@@H](O[C@](Cl)(CCc1ccccc1)COCCOCCOCC)/C(Cl)=C(\C)Cl.CC#N.CC#N.CC#N.CC#N.CC#N.CC#N.CC#N.CC#N
* lowest unoccupied orbital energy: 0.3 eV
* HOMO level: -8.9 eV
* calculated total energy: -112635.778 eV
* Kohn-Sham gap: 9.20 eV

8.
# C4H13N4

A cluster of 2 separate species, C4H13N4 in total (ωB97M-V/def2-TZVPD, the OMol25 dataset).

The geometry in ORCA input format:
```
! wB97M-V def2-TZVPD RIJCOSX def2/J DEFGRID3
* xyz 1 1
C 1.15 -1.78 0.76
C 0.23 -2.06 -0.24
N -0.19 -3.33 -0.60
N 1.27 -0.41 1.27
H 1.69 -2.57 1.29
H -0.18 -1.20 -0.80
H -0.66 -3.34 -1.54
H 0.50 -4.03 -0.49
H 2.15 -0.25 1.75
H 0.47 -0.14 1.88
H 1.27 0.32 0.33
C -0.46 1.47 -0.72
C -1.10 2.18 0.20
N -2.50 2.47 0.08
N 0.93 1.03 -0.91
H -1.04 0.94 -1.50
H -0.65 2.67 1.08
H -2.61 3.48 -0.09
H -2.97 2.34 0.96
H 1.71 1.68 -0.94
H 1.00 0.51 -1.77
*
```

* strongest force on any atom: 2.5 eV/A
* lowest unoccupied orbital energy: -2.8 eV
* HOMO level: -12.4 eV
* relative energy (zero: lowest compared OMol25 entry of this formula, charge and spin): 2.768 eV
* calculated total energy: -10311.320 eV
* Kohn-Sham gap: 9.61 eV

9.
# H3O4PS

The molecule H3O4PS (ωB97M-V/def2-TZVPD, the OMol25 dataset).

The geometry in ORCA input format:
```
! wB97M-V def2-TZVPD RIJCOSX def2/J DEFGRID3
* xyz 0 3
O -0.94 -0.25 0.63
O 0.79 1.31 1.65
O 0.55 1.02 -0.90
O -1.69 -0.76 -0.47
P 0.89 0.32 0.54
S 1.83 -1.39 0.42
H -1.29 0.73 0.62
H -1.12 -1.44 -0.94
H 0.97 0.47 -1.56
*
```

* <S²>: 2.01
* strongest force on any atom: 7.0 eV/A
* lowest unoccupied orbital energy (alpha / beta): -0.1 / -4.1 eV
* HOMO level (alpha / beta): -4.7 / -11.0 eV
* relative energy (zero: lowest compared OMol25 entry of this formula, charge and spin): 5.785 eV
* calculated total energy: -28355.905 eV
* Kohn-Sham gap (alpha / beta): 4.66 / 6.95 eV